Record 1
Formula: C25H21FeN5O10S2
Source: the Open Molecules 2025 dataset
Level of theory: the ωB97M-V functional and the def2-TZVPD basis

Cartesian coordinates (Å):
Fe 1.2523 -1.0277 0.2765
O 2.7153 -1.7475 4.0091
C 1.9149 -1.7913 3.0797
O 1.6285 -0.8257 2.2851
C 1.0988 -3.0908 2.8914
C -0.3384 -2.7450 2.4884
C -1.2718 -3.9550 2.6122
C -0.8727 -4.7855 1.3667
C 0.2619 -3.9312 0.8013
O -0.2188 -2.5985 1.0615
C 1.5087 -4.0319 1.7057
C 2.7687 -3.6594 0.9094
O 3.6681 -4.4977 0.8181
O 2.7431 -2.5158 0.3471
H 1.1450 -3.6291 3.8375
H -0.7168 -1.8191 2.9140
H -2.3141 -3.6420 2.5576
H -1.1147 -4.4855 3.5525
H -1.6948 -4.8432 0.6535
H -0.5414 -5.7961 1.6071
H 0.4541 -4.0350 -0.2640
H 1.6453 -5.0536 2.0588
N -0.8121 5.1611 -2.8353
C -1.3164 3.8821 -2.5897
C -1.4328 2.9316 -3.6095
C -1.8156 1.6293 -3.3318
C -2.1133 1.2581 -2.0279
C -2.1146 2.2183 -1.0259
C -1.7311 3.5144 -1.3018
S -2.2855 -0.4386 -1.5772
O -2.9076 -1.1349 -2.6793
O -2.9530 -0.4716 -0.2970
N -0.7640 -0.9127 -1.3057
C 0.0856 -1.1736 -2.3073
N 1.3004 -1.5703 -1.8295
C 2.2570 -1.8903 -2.6757
C 2.0581 -1.8291 -4.0468
C 0.8098 -1.3764 -4.4504
N -0.1714 -1.0471 -3.6288
H -0.1499 5.1631 -3.5981
H -0.3466 5.5324 -1.9788
H -1.1544 3.2066 -4.6219
H -1.8351 0.8763 -4.1074
H -2.3880 1.9279 -0.0193
H -1.6799 4.2356 -0.5021
H 3.1896 -2.2069 -2.2197
H 2.8310 -2.0942 -4.7527
H 0.5895 -1.2647 -5.5107
O 2.2871 5.3391 0.9015
S 1.2163 4.5729 0.3173
O 0.3084 5.3102 -0.5502
N 1.7282 3.2353 -0.3943
C 1.2634 2.1366 0.2040
O 1.5295 0.9818 -0.1741
C 0.3648 2.4314 1.3850
C -0.3142 1.5508 2.2065
C -1.1318 2.0815 3.1979
C -1.2637 3.4569 3.3648
C -0.5782 4.3414 2.5389
C 0.2287 3.7938 1.5645
H -0.2336 0.4827 2.0668
H -1.6876 1.4098 3.8399
H -1.9141 3.8424 4.1408
H -0.6739 5.4136 2.6518

Values from the calculation:
* net charge: -2
* E: -4051.78034 Eh
* ⟨S²⟩: 6.01
* Kohn-Sham gap (spin up / spin down): 7.49 / 7.28 eV
* HOMO level (spin up / spin down): -0.1106 / -0.1031 hartree
* 2S+1: 5
* LUMO (spin up / spin down): 4.48 / 4.48 eV

---

Record 2
Formula: C4H11N3
Source: the Open Molecules 2025 dataset
Level of theory: the ωB97M-V functional and the def2-TZVPD basis

Cartesian coordinates (Å):
H 0.6114 0.9534 -2.7993
N -0.2922 1.1493 -2.1964
C -0.2482 0.1227 -1.4650
N 0.8708 -0.7164 -1.6292
C -1.1749 -0.1577 -0.3199
C -0.4876 -0.0997 1.0563
C 0.2455 1.2230 1.2577
N 0.4705 -1.2058 1.1732
H 1.4507 -0.7619 -2.4534
H 1.1455 -1.2216 -0.7906
H -1.6046 -1.1535 -0.4604
H -1.9666 0.5895 -0.3581
H -1.2832 -0.1751 1.8184
H -0.4117 2.0542 1.0240
H 1.1098 1.2769 0.6025
H 0.5767 1.3252 2.2904
H 1.0096 -1.1098 2.0286
H -0.0215 -2.0926 1.2210

Values from the calculation:
* E: -323.26571 Eh
* Kohn-Sham gap: 9.60 eV
* HOMO level: -0.3197 hartree
* LUMO: 0.91 eV

---

Record 3
Formula: C22H43Cl3IrNOP
Source: the Open Molecules 2025 dataset
Level of theory: the ωB97M-V functional and the def2-TZVPD basis

Cartesian coordinates (Å):
C -1.0992 0.6466 -4.2739
C -1.8451 -0.5133 -4.0281
C -1.0848 -1.4790 -3.4837
C -3.3102 -0.6637 -4.4587
C 0.3077 -0.9454 -3.2793
C 0.2020 0.4293 -3.8947
C 1.3782 1.2573 -4.2577
C -1.6062 1.9057 -4.8644
C -1.4128 -2.9445 -3.4754
C 1.4734 -1.7365 -3.7040
Ir 0.5808 -0.3592 -1.3487
Cl -4.2961 -1.1070 -0.5372
Cl -0.3620 1.7444 -1.4960
Cl 0.5843 -2.6079 -0.8295
H -3.8080 0.2946 -4.2575
H -3.7814 -1.4592 -3.8798
H -3.3631 -0.8760 -5.5220
H -2.4365 -3.0496 -3.0915
H -0.7074 -3.4797 -2.8386
H -1.3566 -3.3303 -4.4865
H 1.3986 -2.7579 -3.3650
H 2.4161 -1.3059 -3.3312
H 1.4470 -1.6831 -4.7705
H 2.2623 0.9855 -3.6845
H 1.1651 2.3381 -4.1095
H 1.5818 1.1569 -5.3281
H -2.6270 2.1145 -4.4924
H -1.6751 1.8280 -5.9665
H -0.9703 2.7655 -4.6030
O 2.3999 0.2708 -1.3896
H 2.3595 1.2047 -1.6854
C 2.7811 1.5552 1.4409
C 1.4621 1.6778 2.2899
C 1.9009 1.9223 3.7525
C 0.6562 2.8896 1.7779
P 0.3275 0.1542 2.0581
N 0.1563 -0.1610 0.4170
C 1.1096 -1.3566 2.8427
C 1.2091 -1.2595 4.3872
C 0.3308 -2.6512 2.5206
C 2.5310 -1.4848 2.2725
C -1.3905 0.4607 2.7216
C -2.2499 -0.8357 2.7318
C -1.3679 1.0316 4.1520
C -2.1597 1.4267 1.8075
H 3.0753 2.5510 1.1182
H 2.6105 0.9716 0.5280
H 3.5728 1.1036 1.9970
H 2.4078 2.9060 3.7797
H 1.0703 1.9468 4.4571
H 2.6536 1.2003 4.0885
H 0.2356 2.6693 0.7858
H -0.1259 3.1742 2.4681
H 1.3368 3.7459 1.6579
H 0.2430 -1.3519 4.8876
H 1.8294 -2.0989 4.7079
H 1.6981 -0.3391 4.7175
H 0.0965 -2.6997 1.4544
H 0.9858 -3.4957 2.7614
H -0.5743 -2.7696 3.1191
H 2.5469 -1.4350 1.1788
H 3.1942 -0.7196 2.7023
H 2.9322 -2.4524 2.5827
H -1.9174 -1.5375 3.5008
H -3.2662 -0.5224 2.9909
H -2.3263 -1.2623 1.7383
H -0.9987 2.0616 4.1940
H -2.4090 1.0382 4.5030
H -0.7967 0.3972 4.8503
H -1.7558 2.4366 1.8086
H -2.2402 0.9852 0.7993
H -3.1899 1.4837 2.1834

Values from the calculation:
* net charge: -2
* E: -2820.17126 Eh
* ⟨S²⟩: 8.77
* Kohn-Sham gap (spin up / spin down): 2.72 / 4.86 eV
* HOMO level (spin up / spin down): 0.0546 / -0.0259 hartree
* 2S+1: 6
* LUMO (spin up / spin down): 4.20 / 4.16 eV

---

Record 4
Formula: C5H14NO2
Source: the Open Molecules 2025 dataset
Level of theory: the ωB97M-V functional and the def2-TZVPD basis

Cartesian coordinates (Å):
C -0.2442 -1.5458 -1.4565
O 0.8508 -1.8956 -2.1868
C -0.2136 -0.2041 -0.6583
C -1.3855 -0.0999 0.3117
C -1.6791 1.3073 0.8529
C 0.5201 1.5943 1.9673
N -0.9128 1.9174 1.9412
H -1.1551 -1.4389 -2.0729
H -0.4820 -2.3185 -0.6903
H -0.2375 0.5443 -1.4690
H 0.8011 -0.0498 -0.2844
H -2.2272 -0.2978 -0.3571
H -1.3098 -0.8799 1.0736
H -2.7383 1.3356 1.1472
H -1.6999 2.0047 -0.0028
H 0.8855 1.2390 1.0057
H 0.7933 1.0373 2.8718
H 1.0336 2.5491 2.1551
H -1.3795 1.7186 2.8092
H 1.8164 -1.5881 -1.6011
H 3.1315 -0.5939 -1.4993
O 2.6447 -1.0403 -0.8080

Values from the calculation:
* net charge: -1
* E: -404.11075 Eh
* Kohn-Sham gap: 7.34 eV
* HOMO level: -0.1353 hartree
* LUMO: 3.65 eV

---

Record 5
Formula: C33H29BrHgNO3SSb
Source: the Open Molecules 2025 dataset
Level of theory: the ωB97M-V functional and the def2-TZVPD basis

Cartesian coordinates (Å):
Hg 3.3659 1.5063 -0.6056
O 1.8656 2.4070 4.4808
C 1.5776 2.9565 3.2786
C 0.3731 2.7227 2.6199
C 0.1891 3.3053 1.3807
N 1.0821 4.1053 0.7940
C 2.2019 4.3036 1.4515
Br 3.4973 5.3709 0.5610
C 2.5295 3.7693 2.6848
H 1.1985 1.7301 4.6723
H -0.3891 2.0885 3.0522
H -0.7256 3.1209 0.8255
H 3.4800 3.9598 3.1586
O 0.0861 -0.4654 -3.8932
C 0.5022 0.6571 -3.5825
O 0.4856 1.1590 -2.4069
C 1.0566 1.5763 -4.6374
C 1.1646 1.1707 -5.9607
C 1.6711 2.0281 -6.9229
C 2.0709 3.3093 -6.5442
C 1.9688 3.7199 -5.2270
C 1.4571 2.8524 -4.2556
S 1.3262 3.3338 -2.5839
H 0.8353 0.1679 -6.2026
H 1.7550 1.7105 -7.9545
H 2.4695 3.9939 -7.2841
H 2.2887 4.7139 -4.9403
C -2.8637 -2.5382 0.4613
C -3.0645 -1.1477 -0.0796
C -4.3475 -0.7534 -0.4511
C -4.5922 0.4930 -1.0085
C -3.5408 1.3669 -1.2229
C -2.2562 0.9901 -0.8537
C -2.0056 -0.2432 -0.2537
Sb 0.0470 -0.4982 0.3164
C 0.2501 -2.5717 -0.2477
C 0.2267 -2.6742 -1.6409
C 0.3562 -3.9043 -2.2702
C 0.5279 -5.0486 -1.5094
C 0.5635 -4.9501 -0.1266
C 0.4257 -3.7260 0.5249
C 0.4341 -3.7155 2.0312
C -0.3418 -0.5989 2.4650
C -1.6069 -0.3776 3.0043
C -1.8117 -0.2868 4.3769
C -0.7376 -0.4398 5.2393
C 0.5318 -0.6614 4.7158
C 0.7487 -0.7146 3.3406
C 2.1521 -0.8638 2.8211
H -3.8223 -2.9899 0.7199
H -2.2330 -2.5418 1.3511
H -2.3716 -3.1757 -0.2747
H -5.1686 -1.4485 -0.3114
H -5.6006 0.7672 -1.2939
H -3.7062 2.3282 -1.6926
H -1.4260 1.6463 -1.0884
H 0.0922 -1.7926 -2.2653
H 0.3234 -3.9531 -3.3513
H 0.6305 -6.0168 -1.9846
H 0.6873 -5.8472 0.4710
H 0.3423 -4.7316 2.4166
H -0.3841 -3.1215 2.4367
H 1.3580 -3.2951 2.4338
H -2.4548 -0.2478 2.3431
H -2.8078 -0.1146 4.7656
H -0.8845 -0.4042 6.3123
H 1.3754 -0.7875 5.3872
H 2.8438 -1.1262 3.6220
H 2.4988 0.0699 2.3676
H 2.2293 -1.6268 2.0442

Values from the calculation:
* net charge: -1
* E: -4921.33377 Eh
* ⟨S²⟩: 0.75
* Kohn-Sham gap (spin up / spin down): 7.05 / 6.85 eV
* HOMO level (spin up / spin down): -0.1701 / -0.1630 hartree
* 2S+1: 2
* LUMO (spin up / spin down): 2.42 / 2.41 eV

---

Record 6
Formula: C5H12NO
Source: the Open Molecules 2025 dataset
Level of theory: the ωB97M-V functional and the def2-TZVPD basis

Cartesian coordinates (Å):
C -0.7760 -1.7102 1.6332
C -1.0853 -1.4221 0.1692
N -0.2897 -0.3316 -0.3837
C -0.4417 -0.1352 -1.7969
C -0.2719 0.9191 0.3610
C 1.1400 1.6294 0.4429
O 1.9726 1.2062 -0.5323
H -0.6058 -2.7557 1.8039
H 0.1911 -1.2327 1.7995
H -1.5252 -1.3536 2.3275
H -2.1585 -1.3277 -0.0711
H -0.7709 -2.2678 -0.4598
H 0.2776 0.6129 -2.1286
H -0.2281 -1.0669 -2.3290
H -1.4556 0.1636 -2.0767
H -0.6639 0.7312 1.3561
H -0.9912 1.5954 -0.1245
H 0.9242 2.7034 0.3512
H 1.5245 1.4421 1.4352

Values from the calculation:
* E: -327.58685 Eh
* ⟨S²⟩: 0.75
* Kohn-Sham gap (spin up / spin down): 9.32 / 6.78 eV
* HOMO level (spin up / spin down): -0.3016 / -0.3003 hartree
* 2S+1: 2
* LUMO (spin up / spin down): 1.11 / -1.39 eV

---

Record 7
Formula: C23H38N4O2
Source: the Open Molecules 2025 dataset
Level of theory: the ωB97M-V functional and the def2-TZVPD basis

Cartesian coordinates (Å):
O -3.2356 1.2280 -1.2554
C -3.0768 0.6855 -2.3347
C -4.0303 -0.4144 -2.7882
C -3.4799 -1.8142 -2.4622
C -3.1625 -1.8950 -1.0164
N -3.9214 -2.2939 -0.0532
N -3.2316 -2.1139 1.0948
C -2.0841 -1.6135 0.7788
C -0.9627 -1.2523 1.6723
C -0.0785 -2.4802 1.9348
C 1.1908 -2.1774 2.7404
C 2.1707 -1.2964 1.9640
C 3.4574 -1.0936 2.7599
C 3.1558 -0.4763 4.1219
C 2.1749 -1.3515 4.8955
C 0.8886 -1.5370 4.0953
O -1.9660 -1.4592 -0.5620
N -2.0725 1.0456 -3.1658
C -1.6909 0.4322 -4.4149
C -0.2638 -0.1126 -4.3101
C 0.6967 1.0089 -3.9226
C 0.2498 1.6752 -2.6172
C 0.4074 0.7248 -1.4071
N 0.7823 1.3117 -0.1443
C 2.1266 1.8487 -0.0362
C 2.1292 2.6168 1.2972
C 0.6526 2.6556 1.7260
C -0.0899 2.3134 0.4367
C -1.2014 2.1411 -2.7868
H -4.2636 -0.3355 -3.8498
H -4.9500 -0.2707 -2.2179
H -4.2345 -2.5658 -2.6939
H -2.5725 -2.0178 -3.0344
H -0.3802 -0.4654 1.1930
H -1.3861 -0.8913 2.6084
H -0.6748 -3.2249 2.4667
H 0.2169 -2.9133 0.9754
H 1.6814 -3.1411 2.9278
H 2.4026 -1.7628 1.0035
H 1.7159 -0.3273 1.7634
H 4.1410 -0.4489 2.2021
H 3.9532 -2.0569 2.9044
H 4.0807 -0.3577 4.6907
H 2.7191 0.5157 3.9831
H 1.9488 -0.8936 5.8609
H 2.6307 -2.3258 5.0868
H 0.1883 -2.1626 4.6528
H 0.4255 -0.5605 3.9460
H -1.7267 1.1977 -5.2022
H -2.3778 -0.3666 -4.6866
H -0.2324 -0.8993 -3.5547
H 0.0287 -0.5461 -5.2681
H 0.7120 1.7564 -4.7208
H 1.7095 0.6153 -3.8170
H 0.8703 2.5618 -2.4497
H -0.5367 0.2015 -1.2452
H 1.1740 -0.0236 -1.6335
H 2.8470 1.0270 -0.0513
H 2.3772 2.5321 -0.8644
H 2.5220 3.6233 1.1573
H 2.7464 2.1181 2.0422
H 0.4541 1.8919 2.4776
H 0.3598 3.6221 2.1304
H -1.0883 1.9054 0.5980
H -0.1735 3.2178 -0.1892
H -1.2493 2.9068 -3.5721
H -1.5941 2.5581 -1.8598

Values from the calculation:
* E: -1268.73977 Eh
* Kohn-Sham gap: 9.05 eV
* HOMO level: -0.3076 hartree
* LUMO: 0.68 eV

---

Record 8
Formula: O6S2
Source: the Open Molecules 2025 dataset
Level of theory: the ωB97M-V functional and the def2-TZVPD basis

Cartesian coordinates (Å):
O 1.8598 0.0851 1.0059
O -1.5643 -1.1806 -0.1841
O 2.3846 -0.1142 -1.4181
O -0.7292 0.0804 1.6956
O -2.1948 1.1398 0.0943
O 0.0299 0.6679 -0.6410
S 1.4064 -0.4504 -0.3049
S -1.1198 0.1124 0.2789

Values from the calculation:
* net charge: -2
* E: -1247.83635 Eh
* Kohn-Sham gap: 7.18 eV
* HOMO level: -0.0253 hartree
* LUMO: 6.49 eV

---

> Among the records above, which one has the highest E?

C4H11N3